[1]
ORCA calculation (ωB97M-V/def2-TZVPD) on C51H63AuClN2O2S3Sb2Si3 as an isolated structure.

Cartesian coordinates (Å):
Au1 -1.73 -0.06 -0.02
O1 -4.61 -1.96 -1.75
S1 -3.41 -1.94 -2.54
O2 -3.37 -1.12 -3.71
N1 -2.13 -1.57 -1.52
C1 -1.31 -2.59 -1.33
S2 -0.10 -2.46 -0.18
C2 -1.65 -3.77 -2.16
C3 -0.99 -4.98 -2.24
C4 -1.53 -5.96 -3.07
C5 -2.70 -5.72 -3.80
C6 -3.36 -4.50 -3.71
C7 -2.81 -3.55 -2.88
H1 -0.08 -5.16 -1.68
H2 -1.04 -6.92 -3.15
H3 -3.10 -6.50 -4.43
H4 -4.26 -4.31 -4.27
Cl1 -5.56 -1.70 5.11
C8 -4.43 -0.91 4.08
C9 -3.07 -1.10 4.29
C10 -2.16 -0.47 3.47
C11 -2.61 0.40 2.46
C12 -1.68 1.14 1.63
C13 -4.00 0.56 2.26
C14 -4.91 -0.10 3.06
H5 -2.74 -1.74 5.10
H6 -1.10 -0.62 3.61
H7 -0.66 1.23 1.99
H8 -2.08 2.10 1.33
H9 -4.36 1.23 1.50
H10 -5.97 0.02 2.91
C15 3.93 -2.79 0.04
Si1 4.19 -1.92 1.68
C16 5.21 -0.37 1.51
C17 5.05 -3.10 2.84
Sb1 1.92 -1.25 2.62
Si2 2.64 0.14 4.61
C18 4.06 -0.68 5.51
C19 1.23 0.37 5.81
C20 3.25 1.79 3.95
Si3 1.22 -3.52 3.58
C21 -0.59 -3.45 3.97
C22 2.17 -3.85 5.15
C23 1.61 -4.84 2.33
H11 4.65 -2.43 -0.71
H12 2.93 -2.63 -0.36
H13 4.07 -3.86 0.16
H14 6.12 -0.58 0.95
H15 5.49 0.02 2.49
H16 4.67 0.41 0.97
H17 6.08 -3.28 2.50
H18 4.55 -4.07 2.87
H19 5.11 -2.71 3.85
H20 3.81 -1.70 5.80
H21 4.30 -0.12 6.43
H22 4.95 -0.70 4.89
H23 0.78 -0.59 6.08
H24 0.44 1.02 5.42
H25 1.60 0.83 6.73
H26 3.71 1.67 2.97
H27 3.99 2.21 4.63
H28 2.43 2.51 3.86
H29 -0.76 -2.83 4.85
H30 -0.97 -4.46 4.19
H31 -1.17 -3.05 3.14
H32 1.97 -3.08 5.90
H33 3.24 -3.89 4.96
H34 1.87 -4.82 5.59
H35 1.22 -4.60 1.34
H36 1.15 -5.79 2.64
H37 2.68 -5.00 2.25
S3 3.71 3.07 -0.50
C24 2.45 2.28 0.39
N2 2.02 1.16 -0.07
C25 2.72 0.83 -1.23
C26 2.53 -0.33 -1.98
C27 3.33 -0.55 -3.08
C28 4.32 0.37 -3.45
C29 4.51 1.53 -2.73
C30 3.70 1.75 -1.61
H38 2.08 2.72 1.30
H39 1.76 -1.03 -1.68
H40 3.20 -1.46 -3.67
H41 4.94 0.17 -4.32
H42 5.27 2.24 -3.02
C31 -0.58 4.09 1.05
C32 -1.32 4.75 -0.07
C33 -1.54 6.13 0.03
C34 -2.18 6.83 -0.97
C35 -2.63 6.17 -2.11
C36 -2.43 4.81 -2.23
C37 -1.79 4.09 -1.22
Sb2 -1.50 2.03 -1.71
C38 -3.22 1.81 -2.93
C39 -3.07 1.98 -4.31
C40 -4.15 1.88 -5.16
C41 -5.41 1.61 -4.63
C42 -5.57 1.45 -3.27
C43 -4.49 1.55 -2.40
C44 -4.72 1.38 -0.93
C45 0.02 2.25 -3.15
C46 0.68 3.48 -3.17
C47 1.59 3.76 -4.17
C48 1.84 2.81 -5.15
C49 1.22 1.57 -5.09
C50 0.32 1.25 -4.08
C51 -0.29 -0.12 -4.01
H43 0.33 4.65 1.28
H44 -0.28 3.07 0.79
H45 -1.18 4.06 1.96
H46 -1.18 6.65 0.90
H47 -2.33 7.90 -0.87
H48 -3.13 6.71 -2.90
H49 -2.78 4.30 -3.12
H50 -2.09 2.20 -4.73
H51 -4.02 2.00 -6.22
H52 -6.27 1.53 -5.29
H53 -6.55 1.25 -2.86
H54 -5.79 1.42 -0.70
H55 -4.23 2.17 -0.35
H56 -4.36 0.41 -0.58
H57 0.47 4.23 -2.42
H58 2.10 4.72 -4.19
H59 2.53 3.02 -5.95
H60 1.45 0.82 -5.83
H61 0.36 -0.85 -4.49
H62 -1.26 -0.15 -4.49
H63 -0.43 -0.44 -2.97

Total energy   -146410.0509 eV
Net charge   +1
HOMO energy   -9.2 eV
Frontier orbital gap   4.285 eV

[2]
ORCA calculation (ωB97M-V/def2-TZVPD) on a 6-piece molecular cluster, C51H66FN7O13P overall at a distorted geometry.

Cartesian coordinates (Å):
C1 0.52 0.34 2.08
C2 -0.50 -0.60 1.50
N1 0.12 -1.49 0.50
C3 0.10 -1.28 -0.85
P1 -0.70 0.12 -1.63
O1 -1.30 -0.19 -2.92
C4 0.77 -2.26 -1.41
C5 1.05 -2.46 -2.85
C6 -0.11 -3.09 -3.52
F1 1.33 -1.24 -3.36
N2 1.21 -3.06 -0.43
C7 2.06 -4.23 -0.64
C8 3.39 -4.03 0.04
C9 4.53 -3.78 -0.92
C10 4.72 -2.28 -1.24
C11 4.90 -2.07 -2.72
C12 4.78 -0.64 -3.29
C13 4.15 0.42 -2.42
C14 4.35 1.80 -3.06
C15 3.18 2.38 -3.86
C16 2.50 3.48 -3.13
C17 1.26 3.99 -3.80
O2 0.19 3.06 -3.67
C18 -0.44 2.80 -4.91
C19 0.77 -2.60 0.75
C20 0.91 -3.17 2.10
O3 -0.18 -3.99 2.43
C21 -0.11 -5.35 2.03
H1 0.05 1.15 2.57
H2 1.15 0.67 1.29
H3 1.16 -0.18 2.75
H4 -1.24 -0.03 1.00
H5 -0.95 -1.21 2.25
H6 -1.68 0.54 -0.73
H7 0.23 1.15 -1.72
H8 1.90 -3.09 -2.94
H9 -0.44 -3.92 -2.92
H10 -0.92 -2.40 -3.56
H11 0.15 -3.47 -4.49
H12 1.54 -5.09 -0.28
H13 2.20 -4.38 -1.67
H14 3.62 -4.86 0.67
H15 3.33 -3.19 0.69
H16 4.38 -4.31 -1.84
H17 5.40 -4.19 -0.47
H18 5.61 -1.98 -0.73
H19 3.86 -1.77 -0.84
H20 5.89 -2.41 -2.93
H21 4.23 -2.71 -3.26
H22 4.15 -0.69 -4.15
H23 5.75 -0.32 -3.61
H24 4.57 0.47 -1.44
H25 3.10 0.25 -2.38
H26 4.64 2.50 -2.31
H27 5.17 1.73 -3.74
H28 2.47 1.64 -4.17
H29 3.58 2.82 -4.75
H30 2.23 3.17 -2.14
H31 3.16 4.32 -3.03
H32 1.41 4.21 -4.84
H33 0.97 4.90 -3.31
H34 -0.66 3.71 -5.42
H35 -1.36 2.31 -4.71
H36 0.17 2.17 -5.53
H37 0.87 -2.37 2.80
H38 1.85 -3.66 2.24
H39 -0.76 -5.52 1.19
H40 -0.44 -5.96 2.83
H41 0.90 -5.64 1.81
C22 1.36 7.02 -10.12
C23 1.68 7.72 -8.96
C24 2.44 7.13 -7.97
C25 2.88 5.84 -8.16
C26 2.58 5.12 -9.30
C27 1.81 5.72 -10.28
N3 3.71 5.21 -7.12
O4 3.95 5.85 -6.12
O5 4.12 4.08 -7.32
H42 0.77 7.49 -10.89
H43 1.32 8.74 -8.83
H44 2.69 7.67 -7.07
H45 2.94 4.11 -9.42
H46 1.57 5.17 -11.18
C28 3.75 2.14 7.65
C29 2.92 1.05 7.87
C30 1.76 0.91 7.13
C31 1.45 1.87 6.18
C32 2.26 2.96 5.95
C33 3.42 3.10 6.70
N4 0.23 1.71 5.38
O6 -0.48 0.75 5.61
O7 -0.01 2.55 4.54
H47 4.66 2.25 8.23
H48 3.17 0.31 8.61
H49 1.11 0.07 7.29
H50 2.00 3.70 5.21
H51 4.06 3.95 6.54
C34 -4.42 -1.09 -2.20
C35 -5.27 -2.15 -1.93
C36 -6.53 -2.19 -2.49
C37 -6.92 -1.15 -3.31
C38 -6.10 -0.08 -3.59
C39 -4.83 -0.06 -3.03
N5 -8.27 -1.19 -3.92
O8 -8.98 -2.13 -3.64
O9 -8.57 -0.28 -4.66
H52 -3.43 -1.07 -1.78
H53 -4.94 -2.96 -1.29
H54 -7.21 -3.01 -2.29
H55 -6.43 0.72 -4.23
H56 -4.16 0.77 -3.24
C40 -5.43 -5.50 3.25
C41 -6.60 -4.80 2.99
C42 -6.54 -3.53 2.45
C43 -5.30 -2.98 2.18
C44 -4.13 -3.65 2.44
C45 -4.20 -4.92 2.99
N6 -5.24 -1.63 1.59
O10 -6.28 -1.05 1.39
O11 -4.14 -1.18 1.33
H57 -5.48 -6.49 3.67
H58 -7.56 -5.25 3.20
H59 -7.44 -2.98 2.24
H60 -3.17 -3.20 2.23
H61 -3.29 -5.47 3.20
C46 -3.40 1.85 8.61
C47 -2.41 0.95 8.22
C48 -1.40 0.61 9.09
C49 -1.38 1.18 10.35
C50 -2.34 2.08 10.76
C51 -3.36 2.41 9.88
N7 -0.29 0.81 11.27
O12 0.55 0.04 10.87
O13 -0.31 1.29 12.38
H62 -4.19 2.11 7.93
H63 -2.44 0.50 7.24
H64 -0.63 -0.09 8.80
H65 -2.30 2.51 11.75
H66 -4.12 3.11 10.18

Total energy   -102991.4428 eV
Net charge   +1
HOMO energy   -11.3 eV
Frontier orbital gap   8.662 eV

[3]
ORCA calculation (ωB97M-V/def2-TZVPD) on a 11-piece molecular cluster, C51H67N7O8 overall at a distorted geometry.

Cartesian coordinates (Å):
C1 -3.07 0.62 3.35
C2 -4.12 -0.42 3.70
O1 -5.11 -0.42 2.68
C3 -5.99 -1.40 2.60
C4 -6.92 -1.24 1.46
O2 -6.06 -2.30 3.44
H1 -3.59 1.57 3.25
H2 -2.49 0.42 2.44
H3 -2.41 0.78 4.21
H4 -3.70 -1.42 3.65
H5 -4.50 -0.30 4.71
H6 -7.81 -0.68 1.75
H7 -7.25 -2.21 1.11
H8 -6.44 -0.72 0.63
C5 -7.20 3.69 2.48
C6 -6.10 3.94 1.49
O3 -5.96 2.71 0.65
C7 -4.98 2.66 -0.24
C8 -5.10 1.53 -1.15
O4 -4.15 3.56 -0.34
H9 -8.14 3.45 1.98
H10 -7.37 4.58 3.10
H11 -6.97 2.89 3.19
H12 -6.33 4.73 0.76
H13 -5.15 4.21 1.96
H14 -5.15 0.63 -0.55
H15 -4.17 1.49 -1.72
H16 -5.95 1.58 -1.84
C9 5.41 2.93 -0.43
C10 4.48 4.09 -0.19
O5 3.21 3.86 -0.90
C11 2.20 4.79 -0.72
C12 0.91 4.33 -1.28
O6 2.38 5.86 -0.12
H17 6.35 3.16 0.09
H18 5.61 2.81 -1.50
H19 4.96 2.03 -0.01
H20 4.19 4.21 0.86
H21 4.96 5.01 -0.54
H22 0.93 3.31 -1.63
H23 0.54 5.04 -2.01
H24 0.19 4.40 -0.46
C13 2.48 -0.71 -2.10
C14 2.21 0.41 -1.13
O7 0.76 0.79 -1.09
C15 -0.12 0.21 -0.35
C16 -1.42 0.84 -0.42
O8 0.14 -0.72 0.38
H25 1.54 -1.27 -2.14
H26 3.30 -1.37 -1.80
H27 2.64 -0.28 -3.09
H28 2.52 0.13 -0.12
H29 2.64 1.38 -1.39
H30 -1.73 0.55 -1.43
H31 -1.25 1.90 -0.52
H32 -2.20 0.60 0.30
C17 -1.22 0.56 -4.29
C18 -1.67 1.79 -4.82
C19 -2.20 1.74 -6.12
N1 -2.32 0.65 -6.88
C20 -1.87 -0.46 -6.29
C21 -1.31 -0.61 -5.04
H33 -0.63 0.45 -3.38
H34 -1.67 2.74 -4.30
H35 -2.70 2.61 -6.54
H36 -1.95 -1.34 -6.94
H37 -1.06 -1.58 -4.61
C22 6.76 -1.44 -1.12
C23 7.65 -0.71 -0.31
C24 8.28 0.36 -0.87
N2 8.07 0.79 -2.10
C25 7.23 0.13 -2.83
C26 6.52 -0.98 -2.39
H38 6.06 -2.14 -0.69
H39 7.83 -0.92 0.74
H40 8.99 0.95 -0.29
H41 7.13 0.44 -3.86
H42 5.82 -1.49 -3.05
C27 -0.15 4.39 4.12
C28 0.91 3.66 3.68
C29 0.72 2.88 2.55
N3 -0.42 2.80 1.89
C30 -1.41 3.53 2.37
C31 -1.34 4.34 3.45
H43 -0.07 5.07 4.96
H44 1.88 3.75 4.16
H45 1.58 2.40 2.10
H46 -2.36 3.43 1.83
H47 -2.19 4.95 3.74
C32 3.08 -1.69 5.32
C33 4.35 -1.87 4.88
C34 4.61 -1.55 3.57
N4 3.74 -1.10 2.70
C35 2.51 -0.93 3.15
C36 2.14 -1.19 4.44
H48 2.84 -1.96 6.34
H49 5.11 -2.28 5.52
H50 5.61 -1.67 3.16
H51 1.77 -0.64 2.40
H52 1.10 -1.09 4.76
C37 -2.16 -3.89 5.24
C38 -1.64 -2.73 4.63
C39 -0.99 -2.85 3.44
N5 -0.87 -3.99 2.80
C40 -1.33 -5.07 3.38
C41 -2.01 -5.08 4.59
H53 -2.74 -3.86 6.16
H54 -1.68 -1.74 5.08
H55 -0.60 -1.97 2.90
H56 -1.12 -5.99 2.83
H57 -2.52 -5.94 5.01
C42 -4.64 -3.72 -0.04
C43 -3.38 -3.39 0.41
C44 -2.39 -3.11 -0.53
N6 -2.60 -3.12 -1.81
C45 -3.81 -3.40 -2.25
C46 -4.86 -3.70 -1.42
H58 -5.41 -3.96 0.69
H59 -3.11 -3.55 1.45
H60 -1.38 -2.85 -0.21
H61 -3.97 -3.29 -3.33
H62 -5.84 -3.88 -1.86
C47 6.26 -3.33 -6.68
C48 5.64 -4.56 -6.69
C49 4.41 -4.62 -6.02
N7 3.82 -3.59 -5.39
C50 4.49 -2.45 -5.39
C51 5.67 -2.25 -6.02
H63 7.30 -3.26 -7.02
H64 6.12 -5.38 -7.17
H65 3.83 -5.54 -6.05
H66 3.99 -1.60 -4.94
H67 6.11 -1.28 -5.91

Structure (SMILES)   CCOC(C)=O.CCOC(C)=O.CCOC(C)=O.CCOC(C)=O.c1ccncc1.c1ccncc1.c1ccncc1.c1ccncc1.c1ccncc1.c1ccncc1.c1ccncc1
Total energy   -80783.0979 eV
HOMO energy   -9.4 eV
Frontier orbital gap   9.859 eV

- The highest frontier orbital gap belongs to which entry?
  C51H67N7O8